# 1
Here is a single C6H7NO2 molecule in a non-equilibrium geometry from OMol25. Energies are from ωB97M-V/def2-TZVPD.

- DFT total energy: -437.98833 Eh
- HOMO level: -9.74 eV
- SMILES: C[C@@H]1[C@@H]2[C@H]3O[C@H]3C(=O)N21
- Energy above the lowest of the compared OMol25 structures with the same formula, charge and spin: 49.9 kcal/mol
- Gap between HOMO and LUMO: 10.619 eV

Geometry (Å):
C 1.635 -0.209 0.726
C 0.714 0.990 0.576
C -0.780 0.880 0.557
C -1.423 -0.448 0.360
O -2.329 -0.403 -0.714
C -1.043 -0.952 -0.962
C -0.053 0.036 -1.507
O 0.678 -0.130 -2.449
N -0.060 1.189 -0.673
H 2.473 -0.060 0.033
H 2.044 -0.274 1.734
H 1.156 -1.160 0.501
H 1.112 1.944 0.961
H -1.425 1.697 0.910
H -1.696 -1.077 1.193
H -1.004 -2.023 -1.245

Atomic forces in eV per Å
C 0.2 0.5 -0.3
C -0.3 0.2 0.4
C -0.1 0.4 0.1
C 0.1 -0.1 0.7
O -0.4 0.1 -0.4
C 0.0 -1.1 -0.1
C 0.2 0.0 -0.6
O -0.2 0.1 0.5
N 0.5 0.2 -0.4
H -0.1 -0.2 0.1
H -0.1 0.1 0.0
H 0.0 0.1 -0.1
H -0.2 -0.6 -0.2
H 0.4 -0.4 0.0
H 0.0 -0.2 0.1
H 0.0 0.9 0.2

Results of the natural (NBO) charge analysis, in e, for atoms 1 through 6:
1 C -0.646
2 C -0.034
3 C -0.115
4 C 0.039
5 O -0.449
6 C -0.062

# 2
Here is a molecular structure, C28H31N5O6PRuS5 in a non-equilibrium geometry from OMol25. Energies are from ωB97M-V/def2-TZVPD.

- DFT total energy: -4237.69594 Eh
- Multiplicity: 5
- HOMO level (spin up / spin down): -10.71 / -10.69 eV
- Total charge: +1
- Energy above the lowest of the compared OMol25 structures with the same formula, charge and spin: 59.7 kcal/mol
- Gap between HOMO and LUMO (spin up / spin down): 7.830 / 5.797 eV

Geometry (Å):
Ru 2.139 -0.756 -1.005
O 4.294 -2.385 -1.418
C 3.692 -1.997 -0.459
C 3.940 -2.442 0.924
C 4.898 -3.421 1.180
C 5.082 -3.866 2.477
C 4.326 -3.331 3.513
C 3.369 -2.359 3.255
C 3.177 -1.913 1.954
P 2.034 -0.594 1.418
C 3.042 0.876 1.815
C 3.300 1.259 3.129
C 4.094 2.366 3.385
C 4.648 3.088 2.339
C 4.418 2.699 1.028
C 3.617 1.600 0.771
C 0.728 -0.728 2.672
C 0.173 -1.989 2.893
C -0.874 -2.144 3.789
C -1.370 -1.042 4.471
C -0.823 0.215 4.249
C 0.216 0.380 3.345
H 5.471 -3.836 0.361
H 5.809 -4.642 2.679
H 4.481 -3.673 4.528
H 2.780 -1.952 4.067
H 2.891 0.685 3.951
H 4.281 2.665 4.408
H 5.267 3.951 2.545
H 4.858 3.253 0.209
H 3.434 1.296 -0.256
H 0.572 -2.849 2.365
H -1.294 -3.126 3.959
H -2.180 -1.160 5.178
H -1.202 1.079 4.780
H 0.626 1.362 3.160
S 1.204 -3.030 -1.618
S 2.083 -3.197 -3.393
S 2.548 -1.303 -4.247
S 3.448 -0.070 -2.979
N -1.503 2.347 0.830
C -0.819 1.201 0.629
N -1.559 0.058 0.501
O 0.413 1.204 0.511
H -2.494 2.369 0.988
H -0.986 3.210 0.881
H -2.484 0.017 0.895
H -1.028 -0.796 0.528
C -7.629 -0.285 -2.324
C -6.157 -0.575 -2.578
S -5.363 0.885 -3.308
O -6.070 2.065 -2.901
O -5.140 0.624 -4.704
C -3.709 0.971 -2.514
C -2.684 1.375 -3.570
N -1.317 1.282 -3.057
C -0.659 0.131 -2.819
N 0.538 0.368 -2.282
C 0.654 1.716 -2.159
C -0.491 2.301 -2.609
N -0.801 3.696 -2.556
O -1.686 4.136 -3.267
O -0.101 4.364 -1.814
C -1.184 -1.207 -3.188
H -8.117 -1.157 -1.892
H -8.133 -0.029 -3.255
H -7.738 0.558 -1.645
H -6.007 -1.367 -3.310
H -5.622 -0.814 -1.659
H -3.482 -0.004 -2.081
H -3.805 1.720 -1.730
H -2.865 2.391 -3.894
H -2.787 0.737 -4.444
H 1.534 2.204 -1.779
H -2.089 -1.128 -3.787
H -1.393 -1.797 -2.296
H -0.434 -1.744 -3.766

Atomic forces in eV per Å
Ru -0.7 -0.7 -1.1
O 0.1 -0.2 0.2
C 0.0 0.2 -0.2
C 0.1 -0.3 0.4
C 0.1 0.0 -0.1
C 0.1 0.0 -0.1
C -0.1 0.1 0.0
C 0.0 0.0 0.1
C -0.1 0.0 -0.3
P 1.3 0.2 0.8
C -0.2 0.1 0.0
C 0.0 -0.1 -0.1
C 0.0 0.0 0.1
C 0.1 0.0 0.0
C 0.0 0.0 0.0
C -0.2 -0.1 0.1
C -0.3 0.0 -0.3
C 0.1 0.1 -0.1
C 0.0 -0.1 0.0
C 0.0 0.0 0.0
C 0.0 0.1 0.0
C 0.0 -0.1 0.0
H 0.0 0.0 0.0
H 0.0 0.0 0.0
H 0.0 0.0 0.0
H 0.0 0.0 0.0
H 0.0 0.0 0.0
H 0.0 0.0 0.0
H 0.0 0.0 0.0
H 0.0 0.0 0.0
H 0.0 0.1 0.0
H 0.0 0.0 0.0
H 0.0 0.0 0.0
H 0.0 0.0 0.0
H 0.0 0.0 0.0
H 0.0 0.0 0.0
S 0.2 0.4 0.1
S 0.1 0.6 -0.5
S -0.2 -0.7 0.2
S 0.1 0.1 0.6
N -0.1 0.1 0.0
C 0.3 0.1 -0.2
N 0.0 0.1 -0.1
O -0.5 0.1 0.0
H 0.0 0.0 0.0
H 0.0 -0.1 0.0
H 0.0 0.0 0.0
H 0.0 -0.1 0.1
C 0.0 0.1 -0.1
C 0.0 0.4 -0.1
S 0.4 -0.2 0.4
O -0.1 0.1 0.1
O 0.0 -0.1 -0.1
C -0.4 0.0 -0.3
C -0.2 -0.1 -0.1
N -0.1 0.2 0.1
C 0.3 0.0 -0.1
N -0.2 0.0 0.2
C -0.3 0.3 -0.2
C 0.2 -0.4 0.2
N 0.3 0.4 -0.3
O -0.1 -0.2 0.2
O -0.2 -0.1 0.0
C -0.1 0.0 0.0
H 0.0 0.0 0.0
H 0.0 0.0 0.0
H 0.0 0.0 0.0
H 0.1 0.0 0.0
H 0.0 0.0 0.0
H 0.0 0.0 0.0
H 0.0 0.0 0.1
H 0.1 0.1 0.0
H 0.1 0.0 0.0
H 0.0 0.0 0.1
H 0.0 0.0 0.0
H 0.0 0.0 0.0
H 0.0 0.0 0.0

Results of the Mulliken charge analysis, in e, for atoms 1 through 6:
1 Ru 0.013
2 O -0.565
3 C 0.006
4 C 0.067
5 C -0.650
6 C -0.642

# 3
Here is 2 unconnected molecules or ions with the total composition C6H14NO in a non-equilibrium geometry from OMol25. Energies are from ωB97M-V/def2-TZVPD.

- DFT total energy: -366.61666 Eh
- HOMO level: -14.25 eV
- Total charge: +1
- Energy above the lowest of the compared OMol25 structures with the same formula, charge and spin: 94.5 kcal/mol
- Gap between HOMO and LUMO: 6.150 eV

Geometry (Å):
C 0.375 -2.365 -0.777
C -0.690 -1.407 -0.222
C -0.157 -0.325 0.717
C 0.859 0.549 -0.038
C 2.051 0.827 0.616
C 1.441 1.835 -1.995
N 0.593 0.918 -1.277
H 0.855 -1.990 -1.683
H -0.091 -3.313 -1.036
H 1.158 -2.582 -0.048
H -1.463 -1.975 0.292
H -1.139 -0.873 -1.057
H 0.364 -0.721 1.593
H -0.975 0.292 1.097
H 2.450 0.126 1.339
H 2.681 1.695 0.454
H 2.504 1.721 -1.805
H 1.282 1.861 -3.065
H 1.167 2.823 -1.584
H -3.322 -0.025 3.325
H -4.392 0.366 2.336
O -3.455 0.220 2.405

Atomic forces in eV per Å
C -0.1 0.1 0.2
C 0.2 -0.1 -0.1
C 0.7 -0.1 -0.7
C -1.2 -0.5 0.3
C 0.7 0.2 -0.2
C 0.3 0.2 0.6
N 0.6 0.6 0.2
H 0.0 0.1 0.0
H 0.0 0.0 -0.1
H 0.0 0.0 0.1
H -0.1 0.1 0.0
H -0.4 -0.2 0.0
H -0.1 -0.2 0.0
H 0.0 0.2 -0.1
H -0.3 0.0 0.3
H 0.0 0.1 -0.3
H 0.1 -0.1 0.0
H -0.4 -0.3 0.0
H -0.1 0.0 -0.2
H 0.0 0.0 0.0
H -0.6 0.1 -0.1
O 0.7 -0.1 0.1

Results of the natural (NBO) charge analysis, in e, for atoms 1 through 6:
1 C -0.624
2 C -0.400
3 C -0.435
4 C 0.077
5 C 0.117
6 C -0.494